No. 1
Density functional theory data (ωB97M-V/def2-TZVPD) for a structure of composition C4H6O2 at a distorted geometry.

Structure (XYZ):
```
12
Properties=species:S:1:pos:R:3:forces:R:3
O 1.9433 0.2052 1.4071 0.2 -0.2 -0.8
C 1.6696 0.1740 0.2457 1.7 -0.6 -0.2
O 1.2057 -0.9712 -0.4913 0.3 0.8 0.6
C -0.0668 -0.8152 0.0516 -0.7 0.8 0.7
C -1.2623 -0.3636 -0.6639 -0.5 -0.2 -0.3
C -0.5803 0.6688 0.1823 -0.7 -0.1 0.0
H 1.8034 0.9542 -0.5014 0.3 0.4 0.2
H -0.1785 -1.3723 0.9774 -0.2 0.1 -0.1
H -1.1641 -0.2146 -1.7314 -0.2 0.0 0.0
H -2.2065 -0.7318 -0.2974 -0.2 -0.3 -0.3
H -0.2455 1.5575 -0.3624 0.3 -0.7 0.2
H -0.9179 0.9089 1.1838 -0.3 -0.1 -0.2
```
Positions in Å, forces in eV/Å.

As for the HOMO energy: -10.2 eV. As for the spin multiplicity: 1. The value obtained for the electronic energy is -8337.58421 eV.

No. 2
Density functional theory data (ωB97M-V/def2-TZVPD) for a cluster of 3 separate species, C32H37BrF21N4O7P2 in total at a distorted geometry.

Structure (XYZ):
```
104
Properties=species:S:1:pos:R:3:forces:R:3
N 2.6901 -4.0073 2.0195 5.9 3.3 -9.6
C 3.3331 -3.6279 0.9471 -4.5 -0.2 5.9
O 3.8659 -2.8182 -0.2010 -4.2 -0.8 1.4
C 2.7942 -1.8814 -0.6823 -1.8 4.1 2.3
C 2.5232 -0.5949 0.2777 -2.2 -1.0 -4.2
C 3.3518 -0.1758 1.6447 2.4 0.9 0.7
F 4.6033 -0.9508 1.8937 -4.0 1.8 -1.2
F 3.9175 1.2296 1.5732 -2.4 -4.2 -0.1
C 2.4595 -0.4106 3.0406 -0.3 -0.9 1.5
F 1.1081 -0.9556 2.6894 3.7 2.3 0.9
F 2.4161 0.7909 3.9108 -0.4 -3.3 -3.2
C 1.2312 0.3482 -0.2181 1.2 0.2 1.7
C 0.9056 1.5993 0.7979 -3.9 0.6 -3.7
C -0.3556 2.5387 0.4064 2.8 -3.5 -0.4
C -0.6435 3.8271 1.4374 1.3 0.1 -0.1
N -1.6674 3.5145 2.5072 0.7 1.9 0.1
C -1.2505 2.1748 -0.9025 0.2 -1.2 0.1
C -2.5465 3.2361 -0.9646 0.0 -0.5 -0.4
C -2.0669 4.6349 -1.7062 -0.1 0.0 -0.7
C -0.5493 4.6001 -2.3165 0.8 0.6 0.2
N -0.2895 5.8628 -3.1656 1.2 -1.4 0.5
C -0.9797 0.9209 -1.9858 2.8 1.9 4.5
C -2.0609 0.7799 -3.1016 -2.7 2.5 -2.5
F -2.2417 2.1726 -3.7113 0.2 -3.0 2.5
F -2.0579 0.1119 -4.3507 1.4 0.3 3.2
C -3.5287 0.2057 -2.5033 1.3 -2.8 1.3
F -3.3881 -1.2857 -2.7541 -0.7 4.4 0.8
F -3.6448 0.2780 -1.0339 0.1 0.3 -4.7
C -4.8565 0.6617 -3.2833 -3.5 1.7 -2.9
F -5.3553 2.0587 -3.0119 2.3 -4.3 -0.2
F -4.8042 0.6339 -4.7949 0.8 -0.1 5.1
C -6.2117 -0.2788 -3.0003 -1.7 0.2 -3.3
F -6.1254 -1.6150 -3.7002 -0.1 4.6 3.0
F -7.2928 0.4468 -3.7721 3.3 -2.3 2.7
C -6.7146 -0.3547 -1.4647 0.6 -2.2 2.9
F -5.9572 -1.4967 -0.8234 -1.9 3.7 -2.2
F -6.4775 0.8236 -0.6124 -0.6 -3.5 -3.1
C -8.3111 -0.7968 -1.2729 -0.4 -3.2 0.1
F -8.7978 -1.6654 -2.4100 1.9 3.3 3.8
F -8.3482 -1.7178 -0.0749 -0.1 3.3 -3.7
C -9.3405 0.4375 -1.0136 -3.2 0.8 -2.5
F -9.0155 1.7009 -1.7614 -0.5 -4.4 2.7
F -10.6590 -0.0035 -1.6128 4.2 1.4 2.1
C -9.6805 0.7766 0.5524 -1.5 2.1 3.4
F -10.2125 2.1892 0.5751 1.8 -4.9 -0.1
F -8.5304 0.7611 1.4784 -3.8 -0.1 -3.5
F -10.7433 -0.0717 1.1473 4.0 2.8 -2.4
C 0.3593 0.0174 -1.6082 0.2 -0.9 -0.5
C 0.8865 -1.2214 -2.5250 1.2 1.3 5.2
P 0.3022 -1.7151 -4.2232 3.0 -3.4 -9.7
O 1.2559 -2.5858 -5.1954 -2.6 2.3 4.8
O -1.1731 -2.5756 -4.3956 1.7 2.4 1.4
O 0.5238 -0.2502 -5.2243 -0.7 -0.9 3.6
N 2.0293 -2.0940 -1.9670 0.7 2.3 4.1
P 2.6709 -3.5892 -2.8027 -0.9 -3.8 -2.4
O 2.4711 -5.0065 -1.7585 0.2 2.3 -0.9
Br 4.9188 -3.2911 -3.3014 -1.3 0.1 1.2
H 2.9741 -1.2662 3.6969 -1.2 2.1 -1.6
H 1.4883 1.8668 1.7822 -1.0 -0.9 -2.3
H -0.9112 4.8127 0.8462 0.5 -2.3 0.9
H 0.3773 4.0439 1.9949 -1.8 -0.6 -1.6
H -1.1591 3.4502 3.4352 -0.8 -0.1 -1.6
H -2.2268 4.4116 2.6045 0.6 -1.6 -0.1
H -3.0148 3.4230 0.1195 1.6 -0.6 -2.3
H -3.4444 2.8250 -1.5827 1.9 0.5 1.1
H -2.8164 4.8224 -2.6049 1.7 -0.3 1.9
H -2.1741 5.5227 -0.9524 0.3 -1.6 -1.5
H 0.2490 4.5922 -1.4304 -1.7 -0.3 -1.7
H -0.3092 3.7023 -3.0269 -0.9 1.4 1.6
H 0.3321 6.4976 -2.6163 -0.8 -0.6 -0.7
H 0.2942 5.5510 -3.9902 -0.9 0.6 1.3
H -1.1750 -3.2635 -5.1248 1.0 1.3 0.8
H 1.2900 0.2883 -4.8590 -1.2 -0.9 -0.5
H 1.8255 -5.6250 -2.2113 0.9 1.2 0.4
C 6.5972 2.3443 -0.9257 -0.1 -0.2 0.1
C 7.4452 3.5884 -1.1198 0.0 0.2 0.1
O 7.1900 4.6074 -0.1532 -0.1 0.0 -0.1
C 7.4252 4.2594 1.2089 0.1 0.1 0.0
C 8.8611 3.8567 1.4932 0.2 -0.1 -0.1
H 5.5319 2.5981 -0.9511 0.1 0.0 0.0
H 6.8035 1.6151 -1.7164 0.0 0.1 0.1
H 6.7945 1.8615 0.0338 0.1 0.0 -0.1
H 7.2151 4.0231 -2.0985 0.0 0.1 0.3
H 8.5128 3.3429 -1.1362 -0.1 -0.1 0.0
H 6.7246 3.4817 1.5266 0.0 -0.1 0.0
H 7.1858 5.1494 1.8042 0.0 -0.1 -0.3
H 9.1525 2.9640 0.9341 0.0 0.0 0.1
H 8.9943 3.6425 2.5586 0.0 0.1 -0.1
H 9.5490 4.6603 1.2073 -0.1 -0.1 0.1
C -0.0030 -7.9850 5.2458 -0.1 0.0 -0.1
C 1.3026 -7.7800 5.9928 0.1 0.0 -0.1
O 2.3695 -7.3260 5.1601 0.0 0.1 0.0
C 2.1694 -6.0781 4.5010 0.2 -0.2 0.1
C 1.9485 -4.9170 5.4539 0.0 0.0 0.2
H 0.1326 -8.6964 4.4240 0.0 0.1 0.2
H -0.7725 -8.3720 5.9221 0.1 0.0 -0.1
H -0.3759 -7.0543 4.8129 0.0 0.0 0.1
H 1.6227 -8.7394 6.4136 0.2 0.2 -0.2
H 1.1718 -7.1006 6.8423 -0.1 0.0 0.0
H 1.3523 -6.1592 3.7782 -0.1 0.1 0.0
H 3.0775 -5.8847 3.9166 -0.1 -0.3 0.2
H 1.0463 -5.0499 6.0563 0.0 0.1 -0.1
H 1.8441 -3.9801 4.8971 0.0 -0.1 0.0
H 2.7927 -4.8226 6.1461 -0.1 0.0 -0.1
```
Positions in Å, forces in eV/Å.

As for the HOMO energy: -11.1 eV. Its charge is +1. As for the spin multiplicity: 1. The value obtained for the electronic energy is -199727.07574 eV.

No. 3
Density functional theory data (ωB97M-V/def2-TZVPD) for a cluster of 3 separate species, C3H12O2S2 in total at a distorted geometry.

Structure (XYZ):
```
19
Properties=species:S:1:pos:R:3:forces:R:3
C -0.6078 -0.6489 0.3934 -2.9 -0.4 0.6
C -1.1105 -1.3919 1.6473 4.6 3.2 2.9
C -1.9198 -0.0369 -0.2422 0.9 -3.8 -1.6
S -1.6949 0.4873 -1.9402 -0.8 -2.3 -1.6
S -0.9184 2.3199 -2.3315 0.2 1.0 1.2
H -0.0829 -1.2592 -0.3099 0.5 -0.3 -0.2
H -0.0280 0.1653 0.8180 0.4 0.1 -0.8
H -0.1715 -1.1876 2.4752 -2.5 -0.2 -1.7
H -1.9637 -0.9606 2.1201 -0.7 0.5 0.1
H -1.1044 -2.3887 1.8315 -0.5 -3.4 -0.9
H -2.0637 0.7611 0.3084 -1.4 4.1 2.8
H -2.8779 -0.7136 -0.1642 2.0 1.1 -0.5
H -0.2702 2.4253 -1.1510 0.2 0.2 -0.4
H 3.3321 -1.1830 -1.7818 -0.6 0.3 -0.5
H 1.8040 -0.7836 -2.1249 -0.2 0.3 -1.3
O 2.4275 -1.0473 -1.4758 0.7 -0.6 1.8
H 1.9561 1.6008 1.3078 3.2 0.2 -2.1
H 2.4717 2.1728 -0.0704 0.3 -0.4 0.4
O 2.8223 1.6689 0.6901 -3.5 0.3 1.7
```
Positions in Å, forces in eV/Å.

As for the HOMO energy: -8.2 eV. As for the structure (SMILES): CCCSS.O.O. As for the spin multiplicity: 1. The value obtained for the electronic energy is -29068.67850 eV.

No. 4
Density functional theory data (ωB97M-V/def2-TZVPD) for a cluster of 7 separate species, C14H16Cl24FNO4S in total at a distorted geometry.

Structure (XYZ):
```
61
Properties=species:S:1:pos:R:3:forces:R:3
N -1.5607 3.6366 3.9655 1.3 0.5 -0.8
C -0.5309 2.6020 3.4650 0.0 1.0 0.6
C -0.6529 2.5887 1.8304 -0.8 -0.6 0.2
C 0.2418 1.4401 1.0742 -0.8 1.1 -0.4
C 1.8661 1.6323 1.1983 0.1 -1.7 -2.9
C 2.3738 0.0763 1.4397 0.6 0.5 0.2
C 3.9842 -0.1488 1.2305 0.6 -0.6 0.8
C 4.8346 0.0856 2.6288 0.0 0.0 -0.5
F 6.0589 -0.7864 2.5636 -2.5 1.8 0.2
C 2.3872 2.2523 -0.2641 -1.3 -0.3 -1.7
O 3.7061 2.9617 -0.1782 -1.5 -1.3 3.8
S 3.6021 3.6345 1.4221 2.7 6.9 -0.7
O 3.0919 5.0862 1.0713 0.6 -5.9 1.6
O 4.9637 3.8335 2.1951 -5.6 -2.6 -2.9
O 2.4309 2.5994 2.1523 1.4 0.5 -1.4
H -1.4287 4.4624 3.3181 -0.3 -1.0 1.1
H -1.2945 3.9877 4.9172 -0.2 -0.6 -1.3
H -0.8238 1.5932 3.9886 0.8 1.7 -1.4
H 0.5093 2.9916 3.8750 -1.7 -1.3 -1.3
H -0.4571 3.6680 1.3791 -0.1 -2.2 1.0
H -1.7986 2.3596 1.5856 2.5 0.5 0.6
H -0.0974 0.3321 1.3601 0.9 2.6 -0.2
H -0.0139 1.5357 -0.0870 0.6 -0.2 2.5
H 1.7825 -0.6430 0.6986 1.3 1.8 1.6
H 2.0327 -0.2099 2.5409 0.8 0.5 -2.2
H 4.4823 0.5416 0.4239 -1.3 -1.3 1.4
H 4.1457 -1.2789 0.9053 -0.2 2.4 0.8
H 5.1870 1.2103 2.7437 -0.5 -2.5 -0.3
H 4.2023 -0.2104 3.5737 1.4 0.3 -1.9
H 1.7059 3.0866 -0.7291 0.9 -2.3 1.8
H 2.3865 1.4284 -1.1248 0.9 2.0 2.4
C 0.1350 -1.4113 -2.5044 -0.1 -0.2 -0.2
Cl -0.7011 -0.8145 -3.9600 0.2 -0.1 0.4
Cl 0.9490 -2.9519 -2.8768 -0.5 0.8 0.3
Cl 1.3442 -0.2123 -1.9802 -0.5 -0.7 -0.4
Cl -1.0520 -1.6669 -1.2004 0.3 0.1 -0.3
C 1.7532 -6.8465 -2.3448 0.0 -0.2 0.0
Cl 3.0685 -8.0463 -2.4144 -0.3 0.3 0.0
Cl 0.2116 -7.6298 -2.7743 0.6 0.3 0.1
Cl 1.6423 -6.1816 -0.6955 0.0 -0.1 -0.4
Cl 2.0902 -5.5283 -3.4951 0.2 -0.7 0.1
C -3.4619 -8.1498 -1.4177 0.0 -0.1 0.2
Cl -2.1082 -7.9472 -0.2771 -0.4 0.0 -0.2
Cl -4.4788 -9.5165 -0.8956 0.3 0.3 -0.2
Cl -4.4394 -6.6605 -1.4500 0.3 -0.3 0.0
Cl -2.8212 -8.4751 -3.0480 -0.3 0.0 0.3
C -0.0583 4.5930 -2.8813 -0.1 0.2 -0.1
Cl -0.6816 2.9273 -2.7753 0.1 0.3 0.0
Cl -1.3896 5.7441 -2.6030 0.4 -0.4 -0.1
Cl 1.2036 4.8348 -1.6468 -0.5 0.9 -0.7
Cl 0.6343 4.8661 -4.5000 -0.2 -0.1 0.4
C -8.4720 -9.0444 0.1014 0.0 0.1 0.0
Cl -7.9847 -9.3196 1.7929 -0.1 0.1 -0.4
Cl -8.2247 -10.5378 -0.8384 0.0 0.3 0.2
Cl -10.1930 -8.5861 0.0461 0.4 -0.1 0.0
Cl -7.4858 -7.7342 -0.5951 -0.4 -0.4 0.2
C -1.3593 9.5892 -1.9859 0.1 0.0 0.1
Cl -0.5682 8.5256 -0.7955 -0.2 0.4 -0.2
Cl -1.6829 11.1757 -1.2422 0.1 -0.4 -0.2
Cl -0.2907 9.8011 -3.3958 -0.3 -0.1 0.3
Cl -2.8956 8.8547 -2.5102 0.3 0.2 0.1
```
Positions in Å, forces in eV/Å.

As for the HOMO energy: -9.6 eV. As for the structure (SMILES): NCCC[C@@]1(CCCF)COS(=O)(=O)O1.ClC(Cl)(Cl)Cl.ClC(Cl)(Cl)Cl.ClC(Cl)(Cl)Cl.ClC(Cl)(Cl)Cl.ClC(Cl)(Cl)Cl.ClC(Cl)(Cl)Cl. As for the spin multiplicity: 1. The value obtained for the electronic energy is -338539.14936 eV.

No. 5
Density functional theory data (ωB97M-V/def2-TZVPD) for the ion C3H9N2O2 with charge +1 at a distorted geometry.

Structure (XYZ):
```
16
Properties=species:S:1:pos:R:3:forces:R:3
C 1.0997 0.4868 0.2448 0.8 1.1 -0.5
C -0.4271 -0.8154 0.8799 0.7 3.1 1.8
C -1.2220 0.9096 -1.1166 0.4 3.6 1.5
N 1.0305 -0.5770 1.1780 -1.1 -2.8 0.2
N -0.2409 0.0519 -0.4057 -0.9 1.4 1.4
O 2.1148 0.3632 -0.6400 1.7 1.4 -0.7
O -0.7933 -2.0616 0.7387 -2.0 -2.5 1.3
H 1.0648 1.5219 0.6792 -0.5 -1.0 -0.2
H -1.0929 -0.2252 1.5520 0.5 -0.3 -0.4
H -1.6878 1.7465 -0.5013 0.7 -1.4 0.2
H -0.6364 1.6068 -1.8139 -1.0 -1.9 0.0
H -2.0453 0.2845 -1.3783 -0.3 -0.3 -1.2
H 1.5015 -1.4993 0.8563 -0.4 2.2 0.5
H -0.0084 -0.5679 -1.1131 1.3 -2.0 -1.7
H 2.7616 1.1420 -0.6648 -1.5 -1.5 0.1
H -1.4187 -2.3665 1.5049 1.6 0.8 -2.2
```
Positions in Å, forces in eV/Å.

As for the HOMO energy: -14.8 eV. Its charge is +1. As for the structure (SMILES): C[N@H+]1[C@H](O)N[C@@H]1O. As for the spin multiplicity: 1. The value obtained for the electronic energy is -10323.61765 eV.

Going through the records in order, we get HOMO-LUMO gap values of 0.41028, 0.15957, 0.31036, 0.33396, 0.43221 Ha.